{
  "formula": "C37H44N4P2Pd",
  "method": "wB97M-V/def2-TZVPD",
  "max_force_ev_per_a": 1.564,
  "multiplicity": 5,
  "total_charge": 2,
  "s2": 6.0651,
  "energy_ha": -2465.327538,
  "orbital_gap_ev": [8.37, 6.83],
  "elements": ["H", "C", "H", "H", "H", "H", "H", "H", "H", "C", "H", "C", "C", "C", "C", "C", "H", "H", "C", "C", "C", "C", "H", "H", "H", "H", "H", "C", "H", "C", "C", "H", "C", "C", "C", "C", "C", "H", "H", "H", "H", "H", "H", "C", "H", "H", "H", "H", "C", "H", "C", "Pd", "C", "H", "H", "H", "C", "C", "C", "C", "H", "C", "C", "H", "H", "N", "C", "N", "P", "C", "C", "H", "H", "H", "H", "P", "H", "H", "C", "C", "C", "N", "N", "H", "H", "C", "H", "C"],
  "coordinates": [[-4.27, -3.58, -2.55], [4.97, 3.24, 0.19], [2.41, -2.71, -2.33], [-0.19, -4.39, -2.05], [6.91, 2.37, 0.64], [-3.68, 1.73, 0.80], [-1.93, -4.60, 2.13], [-3.23, 1.97, -3.40], [-1.07, 5.64, -0.52], [3.14, 1.71, 0.01], [-2.18, -3.84, -3.08], [-2.99, 2.10, 0.06], [1.60, -1.25, 5.33], [-1.67, -3.00, -2.63], [-3.50, 1.69, -1.31], [0.71, 2.79, -0.93], [3.96, -3.21, -0.51], [-0.36, -3.17, -4.34], [1.54, -1.08, 2.91], [3.62, 3.00, -0.01], [-2.28, -0.76, 1.81], [-3.66, 0.17, -1.51], [-1.39, -4.16, -0.82], [2.43, -3.56, -0.20], [2.94, 3.83, -0.22], [-1.99, 1.70, 0.18], [1.51, 2.81, 2.16], [3.66, -1.39, 4.07], [-1.68, 1.97, -2.48], [-5.14, -1.71, -1.94], [2.98, -1.42, 5.28], [3.45, -1.20, 1.97], [-0.10, 5.03, -2.34], [0.87, -1.07, 4.15], [-2.06, -3.53, 2.03], [-2.78, -2.10, -2.12], [0.87, 2.00, 2.45], [4.74, -1.53, 4.04], [1.07, 4.20, -3.99], [1.10, -1.22, 6.28], [-0.09, 2.42, 2.73], [-5.77, 0.30, -1.46], [-0.37, 5.90, -2.93], [4.01, 0.64, 0.25], [-4.41, -1.06, 1.94], [6.02, 0.10, 0.75], [-0.05, -1.71, -3.43], [-4.20, -3.52, 2.23], [-0.84, -2.38, -3.77], [3.52, -1.53, 6.22], [5.34, 0.89, 0.49], [0.78, -0.75, -0.92], [-2.73, 2.30, -2.49], [-0.20, -0.99, 4.18], [-2.77, 3.38, -2.45], [3.63, -0.36, 0.22], [-0.77, -3.64, -1.55], [-0.50, 4.86, -1.01], [-3.42, -1.54, 1.94], [-3.31, -2.93, 2.09], [5.37, 4.25, 0.17], [0.71, 4.07, -2.96], [-0.10, 3.74, -0.29], [3.39, -1.47, -1.85], [1.73, 2.20, -2.68], [0.71, 1.07, 1.35], [-0.91, -2.74, 1.87], [-1.33, -0.37, -1.42], [0.53, -0.62, 1.44], [5.84, 2.19, 0.45], [1.10, 2.95, -2.25], [-0.12, -2.93, -1.03], [-2.34, 0.31, 1.70], [1.27, 1.48, 3.32], [-6.17, -2.08, -2.06], [1.40, 1.35, -0.18], [0.07, -3.19, 1.87], [-1.50, -1.83, -4.40], [-4.07, -2.54, -2.23], [-2.53, -0.74, -1.68], [2.93, -1.21, 2.88], [3.06, -2.79, -0.35], [2.61, -2.08, -1.54], [-2.94, 3.19, 0.12], [-4.52, 2.07, -1.38], [-4.93, -0.38, -1.60], [-0.43, 3.61, 0.74], [-1.04, -1.37, 1.79]]
}


{
  "formula": "C6H11N3",
  "method": "wB97M-V/def2-TZVPD",
  "max_force_ev_per_a": 3.965,
  "multiplicity": 1,
  "energy_ha": -399.227233,
  "orbital_gap_ev": 8.74,
  "elements": ["C", "C", "C", "H", "H", "H", "H", "N", "H", "H", "C", "H", "H", "N", "N", "C", "C", "H", "H", "H"],
  "coordinates": [[-2.26, -0.65, -0.05], [0.54, 1.21, 1.14], [-3.21, -0.96, 0.84], [2.21, 0.45, 0.28], [1.45, -0.84, -1.17], [-3.38, -2.05, 1.02], [-1.51, 1.29, -1.24], [-1.12, -0.96, -0.88], [-0.36, 0.51, 1.12], [0.49, -0.78, -2.79], [-1.48, 0.30, -0.81], [1.34, -2.33, -2.29], [2.40, 0.19, 1.91], [-0.33, -1.82, -1.25], [0.17, 2.41, 1.19], [0.83, -1.45, -1.93], [1.98, 0.85, 1.20], [-4.11, -0.29, 1.15], [-0.93, 2.54, 1.24], [2.58, 1.82, 1.21]]
}